22
Properties=species:S:1:pos:R:3 method="wB97M-V/def2-TZVPD" homo_ev=-8.623 e_above_lowest_kcal_mol=56.0 energy_ev=-10438.5981 homo_lumo_gap_ev=9.6
O -1.04 -0.96 1.33
N 1.75 -1.17 -0.66
N -0.34 -0.49 -1.39
C -0.34 1.21 2.36
C 0.97 -0.20 -0.94
C 1.30 1.27 -1.01
C -1.28 0.42 1.46
C -0.67 -1.86 -1.78
H 0.38 0.58 2.87
H -0.88 1.78 3.11
H -1.29 0.71 0.25
H -0.21 -1.30 1.68
H 2.19 1.48 -0.43
H -1.41 -1.87 -2.57
H 1.48 1.54 -2.05
H -1.02 -2.44 -0.93
H 0.24 -2.36 -2.11
H 2.71 -0.87 -0.52
H 0.47 1.85 -0.62
H -2.30 0.49 1.88
H 0.22 1.93 1.76
H -0.94 0.26 -1.70